Formula: C49H48F6N3Si
Source: OMol25
Level of theory: the ωB97M-V functional and the def2-TZVPD basis

CARTESIAN COORDINATES (ANGSTROEM)
C -0.293200 -7.097318 -3.226358
N -0.948895 -5.920707 -2.712109
C -2.377573 -5.820306 -2.967473
C -2.614720 -4.957294 -4.169582
F -3.921570 -4.848344 -4.526950
F -2.140316 -3.683616 -3.944087
F -1.916625 -5.442531 -5.247230
C -0.274787 -4.970464 -2.010673
C -0.985064 -4.088494 -1.148767
C -0.344274 -3.043828 -0.538197
C 1.039788 -2.794825 -0.763965
C 1.631475 -1.704791 -0.094959
C 2.826184 -1.048860 -0.463114
C 3.631002 -0.504705 0.573126
C 4.864902 0.025070 0.297218
C 5.240544 0.248245 -1.049269
N 6.460361 0.805646 -1.355265
C 6.537177 2.041925 -2.101702
C 7.667997 0.323478 -0.696448
C 8.223826 -0.856893 -1.441933
F 9.436406 -1.265916 -0.977430
F 7.352961 -1.922090 -1.343807
F 8.344333 -0.563898 -2.780278
C 4.378533 -0.156556 -2.103856
C 3.246670 -0.894002 -1.817583
C 1.765686 -3.709357 -1.601498
C 1.132900 -4.796730 -2.172818
H 0.474752 -7.454439 -2.524577
H -1.030503 -7.900510 -3.364123
H 0.192559 -6.904877 -4.196618
H -2.765943 -6.822420 -3.172634
H -2.885470 -5.353613 -2.121328
H -2.040167 -4.249098 -0.943689
H -0.902903 -2.377528 0.123744
H 1.156157 -1.373644 0.826588
H 3.272481 -0.573697 1.599959
H 5.548028 0.321785 1.093521
H 5.634430 2.653631 -1.944716
H 7.406396 2.628262 -1.771820
H 6.626053 1.846000 -3.177424
H 8.413719 1.122670 -0.694458
H 7.387936 -0.020918 0.303121
H 4.706493 0.037881 -3.133890
H 2.633902 -1.326706 -2.610009
H 2.837986 -3.551648 -1.749753
H 1.697324 -5.501813 -2.799766
C -4.122298 2.625905 -1.945062
C -3.654914 1.314347 -1.798060
C -3.221860 0.861271 -0.547310
C -3.251025 1.734135 0.552055
Si -2.736316 1.119825 2.216318
C -3.472986 2.215334 3.516026
C -4.691308 1.875751 4.117650
C -5.275302 2.740327 5.049082
C -4.635142 3.935533 5.393257
C -3.408284 4.268557 4.807439
C -2.829892 3.413287 3.864366
C -3.383969 -0.607181 2.410128
C -4.738759 -0.864568 2.139163
C -5.241212 -2.165866 2.249695
C -4.386966 -3.219049 2.599922
C -3.037781 -2.961772 2.865756
C -2.540172 -1.656865 2.799873
C -0.849474 0.987040 2.445720
C -0.494948 0.910106 3.948764
C 0.682383 1.866938 4.164225
C 1.044333 2.464211 2.796058
N 0.023602 1.995838 1.877351
C 0.132849 2.207175 0.546068
C 1.123090 2.970173 -0.017763
C 1.057124 3.483370 -1.362189
C 2.236298 3.951377 -1.993104
C 2.214693 4.390346 -3.314434
C 1.004398 4.402576 -4.029232
C -0.188289 4.012698 -3.400613
C -0.165101 3.548250 -2.085128
C -3.733175 3.042858 0.409797
C -4.180802 3.481382 -0.838894
H -4.438280 2.983940 -2.925358
H -3.620325 0.634782 -2.650670
H -2.893090 -0.173489 -0.415762
H -5.182886 0.938763 3.849313
H -6.230359 2.469764 5.500448
H -5.090355 4.605432 6.124682
H -2.890153 5.191199 5.074142
H -1.884373 3.696999 3.393176
H -5.406374 -0.050547 1.845504
H -6.299133 -2.347254 2.053599
H -4.773049 -4.236513 2.670565
H -2.354120 -3.770416 3.132148
H -1.493400 -1.468975 3.044718
H -0.659490 0.028242 1.935871
H -1.350328 1.196362 4.575155
H -0.236968 -0.124183 4.205265
H 0.418528 2.667628 4.864310
H 1.539628 1.333594 4.586338
H 1.078102 3.563743 2.824969
H 2.052689 2.135671 2.494296
H -0.637902 1.720741 -0.068063
H 2.014619 3.225395 0.562907
H 3.169241 3.948849 -1.420124
H 3.138803 4.721432 -3.794806
H 0.993046 4.715135 -5.076181
H -1.135481 4.068985 -3.943960
H -1.080118 3.235999 -1.580863
H -3.780269 3.697666 1.281883
H -4.573950 4.495589 -0.937548

Force components x, y, z for each atom (eV/Å):
0.784 -0.519 -0.563
-0.291 -0.003 0.609
0.134 -0.113 0.585
0.170 1.209 -1.598
1.248 -0.257 0.501
-0.528 -1.119 -0.238
-0.741 0.420 0.852
-0.226 0.314 -0.300
0.120 0.392 0.180
-0.016 -0.439 0.070
-0.034 0.143 -0.061
0.231 -0.613 -0.520
0.390 0.239 -0.026
-0.162 -0.116 -0.077
0.098 0.019 -0.239
-0.455 -0.649 -0.008
0.763 0.196 0.633
-0.260 0.301 -0.854
-0.930 0.446 0.149
0.186 -1.134 -1.074
-1.207 0.442 -0.451
0.919 0.870 -0.156
0.088 -0.444 1.329
0.141 -0.030 0.095
-0.046 0.209 0.287
-0.382 -0.053 0.032
0.311 0.119 0.064
-0.282 0.124 -0.163
0.290 0.310 0.059
-0.174 -0.127 0.214
-0.129 0.308 0.180
-0.219 -0.388 -0.256
0.312 0.168 -0.063
0.141 -0.223 -0.114
-0.091 0.072 -0.089
0.125 0.009 -0.177
-0.365 0.026 -0.155
0.282 -0.247 0.022
-0.274 -0.222 -0.116
0.126 0.237 0.081
-0.050 -0.235 0.304
0.634 0.116 0.028
-0.276 -0.175 0.499
0.177 0.311 0.153
-0.405 -0.161 0.060
-0.296 0.464 0.382
0.084 -0.028 0.225
0.179 -0.059 0.172
-0.329 0.625 -0.301
-0.095 -0.015 -0.157
0.189 0.341 0.237
0.018 0.135 0.099
0.076 0.502 0.222
0.141 -0.020 -0.107
0.088 -0.152 -0.093
0.031 -0.157 -0.117
-0.478 0.153 0.342
0.033 -0.207 0.041
0.172 -0.661 0.103
0.159 0.169 -0.003
0.130 0.248 -0.043
0.010 0.020 0.039
-0.590 -0.346 -0.228
-0.342 -0.441 -0.150
-0.207 -0.350 -0.131
0.232 0.241 0.191
0.131 -0.003 0.223
0.093 0.138 0.541
0.699 0.576 -0.664
-0.477 -0.769 0.893
0.008 0.207 -1.413
-0.485 -0.165 0.041
-0.434 -0.077 -0.064
0.084 -0.032 0.162
0.404 -0.121 0.069
0.695 0.077 0.121
-0.062 -0.292 -0.495
0.109 -0.012 -0.014
0.011 -0.125 0.270
-0.062 0.255 0.145
-0.072 0.274 -0.091
0.097 0.331 0.220
0.252 0.149 -0.055
0.139 -0.193 -0.219
-0.246 -0.215 -0.016
-0.217 -0.116 0.115
0.212 -0.258 -0.011
0.307 -0.041 0.061
0.097 0.274 -0.015
-0.305 0.126 -0.009
-0.327 -0.129 -0.071
0.377 -0.142 0.170
0.271 -0.130 -0.129
0.008 0.249 0.101
0.024 -0.228 -0.094
-0.118 0.163 -0.013
-0.067 -0.201 -0.140
-0.164 -0.031 -0.139
0.195 0.529 0.278
-0.462 0.145 -0.039
-0.264 -0.002 -0.216
-0.317 -0.084 0.130
-0.012 -0.003 0.387
0.326 -0.053 0.179
0.099 0.178 -0.221
-0.017 -0.124 -0.306
0.139 -0.319 -0.083

The calculation puts the electronic energy at -2948.73916 Eh. The relative energy (zero: lowest compared OMol25 entry of this formula, charge and spin) comes out at 0.0 kcal/mol. The net charge is +1. The strongest force on any atom is 2.01 eV/A.

---

Formula: C34H40ClI2N2O2PTa
Source: OMol25
Level of theory: the ωB97M-V functional and the def2-TZVPD basis

CARTESIAN COORDINATES (ANGSTROEM)
Ta 0.105491 0.357805 -1.462629
C 3.184091 0.098787 -0.196905
N 2.453376 0.617935 -1.391020
C 2.990384 -0.160649 -2.564075
C 2.848839 2.038824 -1.601948
C 1.974313 2.625626 -2.673351
N 0.548426 2.556776 -2.233720
C 0.390396 3.477030 -1.056500
C -0.262254 3.155748 -3.339858
H 4.257715 0.179894 -0.378749
H 2.929661 -0.945109 -0.044429
H 2.929987 0.668871 0.688205
H 3.990447 0.201312 -2.804718
H 2.364680 -0.048142 -3.447325
H 3.050811 -1.210223 -2.305848
H 3.903804 2.088919 -1.875793
H 2.734730 2.585618 -0.668113
H 2.067163 2.084512 -3.615583
H 2.239581 3.667109 -2.867404
H 1.037716 4.344836 -1.194432
H 0.647945 2.984551 -0.122633
H -0.636004 3.819907 -0.988240
H -0.040292 4.222936 -3.392163
H -1.326557 3.030873 -3.154093
H -0.001648 2.702500 -4.290318
Cl -2.542641 -6.485969 -2.894104
C -2.162654 -4.842197 -2.618256
C -3.111376 -3.850065 -2.927769
C -2.851319 -2.512184 -2.706416
C -1.625052 -2.140240 -2.170475
O -1.358547 -0.850073 -1.913589
C -0.658867 -3.120022 -1.878323
C 0.605564 -2.720218 -1.407354
O 0.976499 -1.511506 -1.266384
C -0.943658 -4.481071 -2.099599
H -4.064218 -4.154176 -3.342020
H -3.592894 -1.757000 -2.933720
H 1.367231 -3.475591 -1.214681
H -0.200531 -5.233412 -1.864933
C 1.667580 2.550180 2.129376
C 1.801625 1.286298 2.934276
C 2.603971 1.331174 4.068638
C 2.727406 0.247984 4.924778
C 2.010973 -0.907003 4.665027
C 1.217886 -0.985539 3.532304
C 1.125885 0.083737 2.633931
P -0.090874 -0.002361 1.262224
C -0.716191 -1.722653 1.263048
C 0.289026 -2.706410 1.296495
C -0.009634 -4.055188 1.356583
C -1.339732 -4.451734 1.334305
C -2.334969 -3.494447 1.258961
C -2.063081 -2.119815 1.238151
C -3.242114 -1.185030 1.223496
C -1.295906 1.230011 1.750607
C -1.573968 1.532583 3.084147
C -2.446959 2.567344 3.368314
C -3.019759 3.299381 2.330486
C -2.745935 2.987030 1.006774
C -1.880139 1.939788 0.709173
C -1.678000 1.419049 -0.677490
H 2.222383 3.359867 2.599141
H 0.628109 2.869866 2.044425
H 2.081014 2.428925 1.127014
H 3.127463 2.251141 4.296531
H 3.358068 0.318917 5.800621
H 2.055768 -1.748266 5.343027
H 0.646502 -1.887738 3.387885
H 1.330783 -2.406223 1.326833
H 0.786257 -4.785484 1.431320
H -1.600872 -5.500666 1.387493
H -3.371089 -3.809217 1.249555
H -4.165596 -1.752835 1.135983
H -3.205736 -0.486396 0.389263
H -3.302813 -0.598660 2.139829
H -1.103065 0.979211 3.887164
H -2.674791 2.815325 4.395976
H -3.693039 4.115084 2.558475
H -3.224382 3.545635 0.210797
H -1.769336 2.195633 -1.445585
H -2.500931 0.739316 -0.895397
I -0.340910 -0.182219 -4.564638
I 1.488755 0.681868 -6.280044

Force components x, y, z for each atom (eV/Å):
-1.014 -0.330 0.322
0.012 0.021 -0.019
0.092 -0.100 -0.156
-0.008 0.000 -0.001
-0.059 0.031 0.010
0.058 0.002 -0.027
-0.036 -0.011 -0.013
-0.017 -0.028 -0.003
-0.040 -0.006 0.004
-0.004 0.004 -0.004
-0.003 0.002 0.020
-0.023 0.021 0.034
0.015 -0.009 0.038
0.034 0.018 0.024
-0.011 -0.011 -0.008
0.002 0.011 -0.024
0.035 -0.042 -0.018
0.020 0.010 0.003
-0.008 0.005 -0.006
0.000 -0.003 0.009
-0.031 -0.006 -0.003
-0.021 -0.015 0.008
0.007 -0.004 0.008
0.011 -0.004 -0.025
0.011 -0.018 -0.004
0.006 -0.015 0.003
-0.096 0.054 -0.035
0.089 -0.136 0.031
0.021 0.209 0.048
-0.140 -0.230 0.076
0.621 0.557 -0.130
0.077 0.120 0.024
-0.086 0.060 -0.063
-0.012 -0.001 0.044
0.079 -0.028 0.036
-0.005 0.008 -0.002
0.001 -0.012 -0.002
-0.002 -0.029 -0.037
-0.011 -0.009 -0.008
0.048 -0.048 0.025
-0.005 0.040 -0.018
-0.018 0.019 -0.004
-0.018 -0.026 -0.013
0.028 0.021 0.020
-0.015 -0.018 0.027
0.054 0.033 -0.087
-0.005 -0.181 0.169
0.051 0.040 0.016
0.029 -0.017 -0.044
0.018 -0.002 -0.012
-0.015 0.006 0.002
0.007 0.033 0.006
-0.043 -0.026 -0.012
0.016 0.018 0.008
-0.031 0.002 -0.048
0.013 -0.004 -0.031
-0.012 0.013 -0.008
0.000 -0.004 0.028
0.029 -0.008 -0.029
-0.045 0.020 0.002
0.216 -0.069 -0.087
0.011 -0.006 -0.001
-0.001 0.006 0.006
-0.026 0.018 0.021
0.002 -0.006 0.003
-0.002 0.001 0.001
-0.002 0.002 0.001
0.002 0.026 0.008
-0.015 -0.006 -0.024
-0.003 0.004 0.004
-0.003 -0.001 0.001
-0.002 -0.001 0.007
0.001 -0.006 0.001
-0.018 -0.011 0.013
0.008 0.012 0.011
0.002 0.001 0.001
-0.003 0.001 -0.002
0.003 0.001 0.002
0.000 0.000 0.003
-0.050 0.070 0.037
0.086 -0.021 -0.008
0.153 -0.027 -0.067
-0.008 0.017 -0.082

The calculation puts the electronic energy at -3032.67290 Eh. The relative energy (zero: lowest compared OMol25 entry of this formula, charge and spin) comes out at 4.4 kcal/mol. The net charge is +3. The strongest force on any atom is 1.11 eV/A.